Entry from the Open Molecules 2025 dataset: C26H56AlCl44O as an isolated structure (ωB97M-V/def2-TZVPD).

```
128
C26H56AlCl44O (ωB97M-V/def2-TZVPD)
C -2.42 -0.65 2.33
O -2.01 0.71 2.31
C -2.92 1.58 1.65
C -4.15 1.96 2.50
C -5.53 1.54 1.94
Al -5.95 -0.43 1.81
H -3.14 -0.83 3.14
H -2.88 -0.93 1.38
H -1.53 -1.27 2.49
H -3.18 1.19 0.66
H -2.34 2.49 1.49
H -4.14 3.06 2.61
H -3.97 1.56 3.50
H -6.29 2.00 2.58
H -5.64 2.02 0.96
H -5.89 -1.21 3.23
H -7.48 -0.58 1.22
H -4.99 -1.13 0.71
C -4.92 -3.37 -2.26
Cl -4.19 -3.46 -0.66
Cl -5.34 -1.72 -2.72
H -4.22 -3.76 -3.00
H -5.83 -3.96 -2.25
C -5.70 -7.20 -0.93
Cl -6.20 -6.86 -2.60
Cl -6.63 -6.28 0.25
H -5.83 -8.26 -0.74
H -4.66 -6.91 -0.81
C -2.66 3.92 -1.44
Cl -1.16 3.29 -0.72
Cl -3.92 2.69 -1.54
H -3.02 4.73 -0.83
H -2.43 4.26 -2.45
C 0.67 1.47 3.48
Cl 1.26 1.44 5.16
Cl 0.42 3.12 2.92
H 1.41 0.99 2.85
H -0.29 0.96 3.43
C -1.95 -7.96 0.72
Cl -3.43 -8.44 1.56
Cl -2.22 -6.73 -0.52
H -1.26 -7.55 1.45
H -1.52 -8.84 0.24
C 4.92 2.36 4.30
Cl 4.46 1.73 2.72
Cl 6.42 1.62 4.91
H 5.09 3.43 4.21
H 4.12 2.16 5.00
C 4.46 0.85 -1.54
Cl 5.92 1.80 -1.25
Cl 3.64 0.45 -0.03
H 3.78 1.42 -2.16
H 4.75 -0.08 -2.03
C -9.39 -4.66 3.05
Cl -9.78 -6.35 2.64
Cl -7.87 -4.13 2.35
H -10.19 -4.03 2.67
H -9.33 -4.58 4.13
C 1.94 6.41 2.31
Cl 3.50 5.69 2.75
Cl 2.07 7.38 0.83
H 1.24 5.61 2.13
H 1.61 7.05 3.11
C 0.51 5.01 6.41
Cl -1.05 5.05 5.59
Cl 1.61 6.27 5.82
H 0.35 5.18 7.47
H 0.97 4.05 6.23
C -3.06 -0.74 -5.71
Cl -3.28 -2.45 -6.12
Cl -1.55 -0.10 -6.38
H -3.89 -0.18 -6.13
H -3.04 -0.65 -4.63
C -9.26 -4.49 -1.37
Cl -10.91 -4.72 -1.99
Cl -8.43 -3.14 -2.13
H -9.32 -4.30 -0.30
H -8.70 -5.40 -1.56
C 8.95 4.23 -1.67
Cl 10.53 3.43 -1.52
Cl 8.90 5.32 -3.06
H 8.20 3.47 -1.80
H 8.78 4.80 -0.77
C 0.06 -3.79 0.59
Cl 1.38 -2.63 0.83
Cl -0.57 -4.39 2.13
H -0.74 -3.29 0.06
H 0.44 -4.62 0.02
C -0.89 -0.49 -1.73
Cl -1.09 -2.19 -2.20
Cl 0.61 0.16 -2.40
H -1.73 0.08 -2.11
H -0.85 -0.43 -0.64
C 8.63 3.45 2.51
Cl 9.65 4.85 2.17
Cl 7.51 3.10 1.19
H 9.27 2.59 2.66
H 8.05 3.65 3.41
C 10.13 1.32 -4.57
Cl 8.50 1.09 -3.94
Cl 10.18 2.56 -5.84
H 10.77 1.64 -3.76
H 10.48 0.38 -5.00
C 0.84 3.96 -3.77
Cl 0.21 3.37 -5.31
Cl 2.29 3.08 -3.28
H 1.09 5.01 -3.87
H 0.09 3.81 -3.00
C 0.48 -7.15 4.25
Cl 2.01 -7.65 4.99
Cl -0.60 -8.52 3.95
H -0.02 -6.46 4.92
H 0.70 -6.67 3.30
C -3.70 4.69 -6.07
Cl -2.35 5.83 -5.96
Cl -4.35 4.28 -4.49
H -4.48 5.14 -6.67
H -3.33 3.78 -6.53
C 5.77 -5.80 4.87
Cl 5.30 -5.47 3.20
Cl 4.67 -5.07 6.04
H 5.76 -6.88 5.02
H 6.76 -5.40 5.04
C 8.70 5.44 -8.21
Cl 9.69 6.89 -8.37
Cl 7.69 5.16 -9.63
H 9.35 4.59 -8.07
H 8.05 5.56 -7.35
```

Its net charge is -1. The lowest unoccupied orbital energy comes out at 1.498 eV. The energy relative to the best compared isomer or geometry (same formula, charge and spin) is 0.0 kJ/mol.

Löwdin population analysis, charges in e, atoms 1 to 2:
1 C -0.1183
2 O -0.2665